33
Properties=species:S:1:pos:R:3:forces:R:3 method="wB97M-V/def2-TZVPD" gap_ev="7.66 / 7.66" charge=+1 de_lowest_kcal_mol=13.6 spin_multiplicity=1
Ru -0.045986 -0.087323 -0.302481 0.53 -0.90 0.06
O 1.564567 -3.827056 0.047752 -0.01 -0.07 0.03
C 0.541313 -3.031874 0.128295 -0.11 0.14 -0.12
O 0.360928 -2.121757 -0.680796 0.10 -0.03 0.17
C -0.422936 -3.359410 1.234209 -0.08 0.02 -0.08
O -1.472385 -2.425813 1.238810 0.02 0.08 0.15
C -1.597901 -1.705536 2.446709 0.10 0.18 -0.03
C -0.548910 -0.615146 2.654715 -0.39 -0.27 0.52
O -0.335002 -0.167860 3.741029 0.16 -0.06 -0.29
O 0.077797 -0.148108 1.564810 0.22 0.42 -0.17
H 2.194747 -3.476862 -0.609361 0.05 0.02 -0.07
H 0.117007 -3.415416 2.182279 0.04 0.04 0.02
H -0.817953 -4.357813 1.027550 0.02 -0.06 0.00
H -1.554623 -2.349285 3.325124 -0.04 -0.07 0.00
H -2.570301 -1.213420 2.441716 -0.05 -0.06 -0.07
S -1.992497 0.052614 -1.137692 -0.34 0.22 -0.16
C -1.837162 1.794011 -0.705508 0.30 -0.27 -0.01
C -2.653236 2.878799 -0.842956 -0.02 0.20 0.04
C -2.138227 4.097381 -0.380335 -0.19 -0.13 -0.09
C -0.875515 4.157977 0.169440 0.20 -0.01 0.09
C -0.110525 2.997838 0.270445 -0.04 0.10 0.06
N -0.604780 1.849221 -0.163376 -0.28 0.34 -0.16
H -3.636511 2.798275 -1.283946 0.01 0.00 0.01
H -2.738566 4.994341 -0.454862 0.00 -0.01 -0.02
H -0.471992 5.095044 0.524649 0.02 -0.03 0.01
H 0.881086 2.982368 0.701277 0.00 0.00 -0.01
Cl 4.674665 0.809587 -2.441473 -0.03 0.00 0.03
C 3.239151 -0.094207 -2.944479 0.02 -0.01 -0.09
Cl 2.292615 0.873611 -4.074370 -0.04 -0.04 0.06
Cl 3.701509 -1.610622 -3.718020 0.01 -0.01 0.01
C 2.475700 -0.444114 -1.637865 -0.09 0.19 -0.02
O 2.895052 -1.268239 -0.879019 -0.12 0.01 0.05
O 1.408870 0.338793 -1.442270 0.01 0.08 0.08

---

38
Properties=species:S:1:pos:R:3:forces:R:3 method="wB97M-V/def2-TZVPD" gap_ev=6.76 charge=+2 spin_multiplicity=1
Ti 1.142834 -0.527018 0.311562 -0.02 -0.07 -0.51
C -4.624284 -1.589371 -0.623477 -0.07 0.02 -0.02
C -3.373133 -2.157226 -1.266334 0.08 -0.03 0.00
N -2.306308 -2.406890 -0.275872 0.09 0.03 0.01
C -1.484543 -1.479207 0.161344 -0.29 -0.10 -0.18
S -0.234856 -2.018871 1.345722 0.18 0.11 -0.09
N -1.594520 -0.229155 -0.267107 0.12 0.09 0.22
N -0.571774 0.522069 0.200871 0.19 0.04 -0.14
C -0.466064 1.801689 0.046423 -0.01 0.02 0.06
C -1.478189 2.663258 -0.605156 -0.06 -0.06 0.07
C 0.781443 2.329031 0.654401 -0.11 0.12 0.02
C 0.998434 3.669605 0.888659 0.04 -0.09 -0.01
C 2.157999 4.056522 1.557798 -0.02 0.00 -0.01
C 3.063726 3.093388 1.965841 0.02 -0.07 0.00
C 2.796869 1.766316 1.677149 0.05 -0.01 0.00
N 1.685842 1.384730 1.035012 -0.01 0.02 -0.11
H -5.396202 -1.466092 -1.382041 0.01 0.00 0.00
H -4.432381 -0.615400 -0.175141 0.02 0.00 0.01
H -5.012276 -2.259274 0.143008 0.00 -0.01 0.00
H -2.957873 -1.488211 -2.018659 -0.04 0.02 0.01
H -3.565635 -3.116099 -1.743692 -0.02 0.01 0.01
H -2.215430 -3.336554 0.104182 -0.02 0.00 0.03
H -2.137596 2.062501 -1.226137 0.00 0.01 0.00
H -1.003420 3.439678 -1.203164 0.01 0.00 -0.01
H -2.085112 3.151042 0.164546 -0.01 0.01 -0.02
H 0.271508 4.402939 0.570788 -0.01 0.00 0.00
H 2.341425 5.103159 1.761182 0.00 0.00 0.00
H 3.968971 3.351720 2.496019 0.00 0.02 0.00
H 3.488020 0.984554 1.968744 0.00 0.02 0.00
N 3.029086 -1.758260 0.273999 -0.23 0.08 -0.03
C 2.639413 -2.823945 -0.703353 0.02 -0.07 -0.10
C 1.485932 -2.354606 -1.579948 0.13 0.56 -0.02
O 0.811712 -3.001495 -2.287578 0.02 -0.04 -0.06
O 1.289710 -0.941243 -1.423663 -0.09 -0.57 0.79
H 3.785421 -1.212111 -0.135675 0.03 0.03 0.05
H 3.415812 -2.190946 1.109815 -0.03 -0.02 0.02
H 2.313034 -3.713477 -0.167472 0.01 -0.01 -0.04
H 3.472403 -3.096751 -1.352599 0.01 -0.05 0.05

---

16
Properties=species:S:1:pos:R:3:forces:R:3 method="wB97M-V/def2-TZVPD" gap_ev="10.00 / 8.97" charge=+2 s_squared=0.76 de_lowest_kcal_mol=0.0 spin_multiplicity=2
H -0.936734 4.181304 1.465416 0.23 0.03 0.05
C 0.515489 2.667948 1.917782 0.00 0.08 0.23
H -0.234557 1.922665 2.192775 0.23 0.13 -0.08
H 1.576304 2.415002 1.972213 -0.23 -0.02 -0.04
C 0.123933 3.931787 1.531633 0.00 0.00 -0.20
H 0.871672 4.672347 1.239666 -0.20 -0.09 0.11
H 0.360357 3.651153 2.790369 -0.01 0.01 0.00
O 1.924527 -2.726139 -0.806024 0.20 -0.13 -0.41
C 0.730138 -2.723524 -1.293720 -0.38 -0.75 1.18
O 0.186855 -3.825518 -1.370612 0.30 -0.24 -0.31
K 0.635099 -6.708318 -1.234215 -0.02 0.21 -0.04
O 0.190880 -1.573487 -1.472638 0.04 0.99 -0.22
C -1.236639 -1.497983 -1.693979 -0.32 -0.15 -0.26
H -1.481047 -1.985376 -2.643698 -0.04 0.17 0.28
H -1.765670 -1.971805 -0.860562 0.13 0.07 -0.22
H -1.460606 -0.430057 -1.734407 0.07 -0.30 -0.06

---

18
Properties=species:S:1:pos:R:3:forces:R:3 method="wB97M-V/def2-TZVPD" gap_ev=8.98 charge=+1 smiles="C=[N+]=CC(C)(C)N" de_lowest_kcal_mol=56.8 spin_multiplicity=1
C 0.341763 3.079854 -0.556915 -2.37 -1.74 -0.08
N -0.262724 1.971527 -0.720627 0.52 0.91 1.73
C -0.651433 0.790271 -0.656514 -1.71 0.36 -2.18
C 0.050245 -0.362975 0.099961 -1.31 1.41 -0.29
C 0.274842 -1.421536 -0.984003 0.73 1.75 -1.15
C -0.994704 -0.701168 1.131948 -3.08 -1.56 0.13
N 1.271449 0.027345 0.650600 2.28 1.94 1.00
H 1.065099 3.160426 -1.283910 2.04 1.14 -1.28
H -0.038367 3.888274 0.068255 0.22 -0.39 0.17
H -1.548149 0.604715 -1.352242 1.24 -0.12 1.20
H 1.353737 -1.350644 -1.191174 -0.51 -0.50 -0.34
H -0.323955 -1.312973 -1.916907 0.43 0.17 0.66
H 0.012727 -2.330120 -0.575878 -0.17 -2.24 0.82
H -0.676265 -1.298643 1.980032 0.64 0.03 -0.02
H -1.776121 -1.374799 0.636752 0.98 0.80 0.49
H -1.651073 0.104539 1.549999 1.06 -0.12 -0.40
H 1.877760 0.524657 -0.046699 -0.55 -0.88 1.08
H 1.302361 0.558805 1.564893 -0.46 -0.98 -1.55

---

116
Properties=species:S:1:pos:R:3:forces:R:3 method="wB97M-V/def2-TZVPD" gap_ev=7.15 charge=0 smiles="O=C1C=CC(=O)C=C1.O=C1C=CC(=O)C=C1.O=C1C=CC(=O)C=C1.O=C1C=CC(=O)C=C1.COC[C@H](C)N.COC[C@H](C)N.COC[C@H](C)N.COC[C@H](C)N" de_lowest_kcal_mol=7.6 spin_multiplicity=1
O -15.989821 15.335232 18.995505 0.37 -0.49 0.98
C -15.367011 15.704467 18.036611 -1.22 1.50 -2.03
C -14.823236 14.776972 17.004354 -0.40 0.58 1.45
C -14.563508 15.187500 15.790350 1.06 0.06 -1.20
C -14.820016 16.576808 15.337021 -0.90 -0.15 1.21
O -14.644193 16.929902 14.208588 0.54 0.23 -1.46
C -15.434290 17.518405 16.317015 0.76 0.01 -0.56
C -15.531439 17.164269 17.588208 -0.29 0.09 1.25
H -14.818231 13.747882 17.239605 0.35 -0.99 0.42
H -14.108702 14.486620 15.087169 -0.45 0.28 -0.15
H -15.651656 18.500773 15.875205 -0.01 -0.38 0.54
H -15.897302 17.871523 18.360615 0.26 -0.67 -0.49
O -12.854057 16.949676 18.969680 -0.69 0.58 -1.06
C -12.258488 16.349895 19.825943 -0.87 -0.08 0.33
C -10.923955 16.901500 20.216371 -0.30 -0.56 0.20
C -10.243740 16.397339 21.238775 -0.40 -0.47 0.16
C -10.797436 15.174283 21.867791 0.33 -1.27 0.88
O -10.225661 14.492951 22.719976 -0.02 1.28 -0.91
C -12.091087 14.616017 21.405978 -0.47 0.87 -0.96
C -12.896683 15.163653 20.490526 1.66 0.18 0.02
H -10.632796 17.730569 19.586430 0.16 0.13 0.19
H -9.314689 16.766926 21.621392 0.41 0.17 0.04
H -12.242495 13.667744 21.809479 -0.61 -1.38 0.90
H -13.833766 14.718129 20.113215 0.64 0.51 0.27
O -6.421112 14.690553 19.837912 0.69 1.00 -0.62
C -5.587017 15.406094 19.280017 -0.61 -1.64 0.37
C -5.981018 16.221040 18.080401 0.64 0.05 -0.43
C -5.103882 17.036354 17.483445 -0.94 0.09 1.19
C -3.871366 17.302310 18.224974 0.91 -0.19 -0.84
O -3.165942 18.259749 18.003541 -0.08 0.57 -0.13
C -3.375349 16.290335 19.167159 0.42 -0.20 1.26
C -4.140388 15.343617 19.712330 -0.97 0.34 -0.87
H -6.950120 16.079280 17.624050 -0.23 -0.27 0.38
H -5.354833 17.663439 16.645860 0.06 0.00 -0.28
H -2.352415 16.518176 19.441955 0.13 -0.45 0.06
H -3.878098 14.527213 20.401354 0.07 0.66 -0.36
O -15.892117 11.746029 16.416613 0.47 1.69 -1.57
C -16.252234 10.882296 17.148617 0.05 -1.27 0.99
C -17.687043 10.754847 17.528062 0.00 -0.31 0.53
C -18.066411 9.985724 18.553411 2.20 -0.38 -0.85
C -17.016424 9.051091 19.189796 0.55 2.64 -1.94
O -17.294266 8.295787 20.045181 -0.92 -1.96 2.04
C -15.562971 9.164683 18.733026 -1.48 -1.02 0.99
C -15.226718 9.982268 17.758949 0.20 -0.19 0.23
H -18.392713 11.382492 16.993252 0.20 0.07 0.02
H -19.074015 9.990951 18.866173 -0.88 -0.37 0.59
H -14.915519 8.468768 19.296684 -0.15 0.60 -0.54
H -14.177684 10.012528 17.485775 -0.18 0.51 -0.47
C -10.828178 8.136465 13.699666 0.19 3.08 -1.39
O -9.725438 8.519862 14.483063 0.13 0.09 1.14
C -9.924055 8.360220 15.906711 0.81 -1.54 -0.10
C -8.769927 9.044377 16.677936 -0.94 -0.82 0.91
C -8.892593 8.826265 18.252431 -1.05 -0.54 -2.02
N -8.813568 10.464014 16.412017 -1.10 -0.38 -0.05
H -10.467030 8.085340 12.651875 -0.17 -0.47 0.65
H -11.553877 8.996125 13.669727 0.24 -0.69 0.19
H -11.355482 7.285575 14.012779 -0.39 -1.52 0.50
H -10.949800 8.670735 16.238029 0.87 0.05 -0.27
H -9.778260 7.256814 16.092235 -0.58 0.79 0.11
H -7.805952 8.603435 16.371959 -0.31 -0.14 -0.12
H -9.004361 7.799118 18.582601 0.19 -0.41 -0.42
H -9.750646 9.323879 18.649325 -0.80 0.59 0.00
H -8.072006 9.224177 18.763809 1.46 0.66 0.47
H -8.144603 10.845822 17.018742 1.06 1.17 0.57
H -8.601291 10.667254 15.450588 0.17 0.05 -0.24
C -8.350595 16.043376 25.552770 3.04 -1.24 -0.09
O -7.987180 14.984616 24.606618 -0.05 1.72 1.12
C -6.813149 15.301681 23.889784 -0.14 -1.95 0.53
C -6.103337 13.937980 23.576151 -1.89 0.95 -1.28
C -4.816975 14.275830 22.905166 1.83 -1.04 1.04
N -6.864130 13.052448 22.576879 -1.70 1.51 0.66
H -7.647375 15.996397 26.448452 -0.87 -0.20 -0.80
H -9.325221 15.789950 25.827698 -1.57 0.20 0.55
H -8.174166 17.053937 25.175354 -0.59 -0.08 -0.46
H -7.074756 15.896457 23.030327 -0.04 0.00 -0.94
H -6.126950 15.917498 24.456299 0.32 0.15 0.60
H -6.018529 13.404858 24.525294 0.11 -0.03 -0.16
H -5.009415 14.956930 22.114330 -0.13 1.02 -0.45
H -4.513278 13.356216 22.383868 0.63 0.27 0.34
H -4.007008 14.668137 23.613147 -1.08 -0.56 -1.08
H -6.680829 13.432942 21.631293 0.07 -0.16 0.73
H -7.925794 13.238425 22.688934 2.16 -0.49 0.10
C -10.427822 16.104080 17.089094 0.12 -2.17 -1.11
O -10.778004 14.983116 17.933156 1.05 1.19 0.45
C -9.568916 14.264878 18.201623 -0.06 -0.82 -1.36
C -9.871820 13.109747 19.108372 -1.97 -0.72 -2.08
C -8.678296 12.283681 19.495785 -2.18 -1.31 -0.46
N -10.978470 12.263797 18.542746 0.24 -0.20 -0.15
H -9.421090 16.475816 17.315078 -0.10 -0.12 -0.12
H -11.116173 16.898313 17.199528 -0.97 0.65 0.23
H -10.497123 15.678904 16.043550 0.41 0.90 0.76
H -9.246317 13.856829 17.197834 0.39 0.46 0.86
H -8.816810 14.882208 18.706367 0.05 0.25 -0.38
H -10.412945 13.578522 19.871352 -0.06 0.49 2.08
H -8.121496 12.770184 20.199666 1.59 1.37 1.85
H -8.038513 12.085804 18.656607 0.14 -0.30 -0.48
H -9.061397 11.358891 19.972371 0.40 0.30 -0.48
H -10.628277 11.659670 17.798181 -0.06 0.22 -0.02
H -11.768391 12.823752 18.179338 0.95 -0.27 0.28
C -5.261171 10.537415 16.566825 2.88 0.48 -0.57
O -5.197994 10.016467 17.850513 0.45 -0.06 0.55
C -5.078849 11.010150 18.878749 -0.66 -0.36 0.13
C -4.764270 10.222027 20.170287 -0.02 0.66 0.31
C -5.982584 9.412839 20.612751 0.27 -0.30 0.37
N -4.275587 11.145486 21.310878 -1.08 -1.01 -1.40
H -6.161264 11.005289 16.341525 -1.85 1.01 -0.27
H -5.090137 9.770299 15.824149 -0.14 -0.58 0.08
H -4.424088 11.277433 16.356050 -0.78 -0.51 0.44
H -4.249887 11.698014 18.729277 0.22 0.11 -0.44
H -6.030068 11.580813 18.839293 0.47 -0.05 0.65
H -3.945947 9.556379 19.768354 -0.60 0.49 1.04
H -5.760093 8.716665 21.427438 0.03 0.31 0.10
H -6.381614 8.813009 19.837023 0.16 -0.86 -1.15
H -6.870247 9.993013 20.848409 0.25 0.71 0.57
H -3.576261 10.646852 21.845128 0.06 -0.07 0.01
H -5.086489 11.268332 21.939513 0.50 0.07 -0.39

---

42
Properties=species:S:1:pos:R:3:forces:R:3 method="wB97M-V/def2-TZVPD" gap_ev=9.21 charge=0 smiles="C[C@@H]1CCC[C@H](C)N1NC(=O)c1ccc(Cl)c(S(N)(=O)=O)c1" de_lowest_kcal_mol=10.5 spin_multiplicity=1
C 2.808941 -1.698220 -1.670207 0.14 0.37 0.03
C 3.799885 -0.748003 -1.004036 -0.02 -0.35 -0.41
C 5.123675 -1.480557 -0.720757 -0.08 0.14 0.17
C 5.816586 -0.912966 0.518487 0.11 0.08 -0.12
C 5.564474 0.586560 0.588068 -0.07 -0.19 -0.01
C 4.070650 0.853820 0.820570 -0.03 0.44 0.47
C 3.757309 0.981965 2.310995 0.06 0.06 -0.32
N 3.285602 -0.265009 0.280970 -0.22 0.08 -0.22
N 1.917791 0.032128 0.263367 0.06 -0.39 0.39
C 1.322581 0.960595 -0.520487 -0.11 -0.03 0.10
O 1.919318 1.694396 -1.282169 0.13 0.13 -0.14
C -0.168415 1.021913 -0.363257 -0.28 0.05 -0.06
C -0.791725 2.260313 -0.503964 0.16 -0.16 0.00
C -2.162155 2.387359 -0.382954 -0.15 -0.27 0.06
C -2.925576 1.252615 -0.133617 0.28 0.03 -0.06
Cl -4.623286 1.322075 0.033952 -0.48 0.68 -0.04
C -2.312664 0.014332 -0.023239 -0.47 -0.41 0.11
S -3.378973 -1.399732 0.265918 0.56 -0.88 0.06
N -2.257234 -2.659018 0.302698 -0.49 0.69 -0.04
O -3.949724 -1.295601 1.573733 0.27 0.01 0.11
O -4.226438 -1.593980 -0.870106 0.27 0.00 -0.16
C -0.944243 -0.110760 -0.132957 0.29 0.17 -0.04
H 1.931270 -1.168547 -2.033247 -0.08 -0.03 -0.07
H 2.496146 -2.468884 -0.968633 -0.02 -0.12 0.08
H 3.290747 -2.174520 -2.520275 0.04 -0.07 -0.09
H 3.978626 0.099081 -1.684142 -0.02 -0.08 0.10
H 5.771401 -1.378762 -1.592656 0.01 -0.04 -0.06
H 4.928110 -2.543295 -0.572004 -0.02 -0.08 -0.06
H 5.412063 -1.383491 1.414769 0.07 -0.06 0.05
H 6.886514 -1.121433 0.479914 0.00 -0.04 0.08
H 5.888670 1.046170 -0.346899 0.05 0.06 -0.02
H 6.140242 1.037356 1.396849 -0.01 0.09 -0.03
H 3.790587 1.791177 0.316433 0.03 -0.18 0.03
H 2.697915 1.171630 2.468429 -0.08 0.01 0.07
H 4.028033 0.066257 2.830218 0.05 -0.13 0.10
H 4.317744 1.808903 2.738749 0.04 0.11 0.08
H 1.361457 -0.512630 0.906243 0.08 0.17 -0.14
H -0.176866 3.122599 -0.713936 0.04 0.07 -0.03
H -2.645040 3.345575 -0.483051 -0.07 0.09 0.00
H -2.388983 -3.280214 -0.479963 -0.08 -0.04 -0.23
H -2.311998 -3.159624 1.175543 -0.06 0.02 0.25
H -0.515569 -1.098199 -0.065456 0.11 -0.02 0.00

---

15
Properties=species:S:1:pos:R:3:forces:R:3 method="wB97M-V/def2-TZVPD" gap_ev=10.19 charge=0 smiles="NC(=O)[C@@H](N)CO" de_lowest_kcal_mol=16.4 spin_multiplicity=1
N -0.529424 2.247224 0.210871 -0.06 0.41 -0.18
C 0.264832 1.311710 -0.370521 -0.18 0.08 0.34
O 0.907935 1.532454 -1.376518 0.05 -0.03 -0.05
C 0.281931 -0.042493 0.331545 0.56 -0.35 -0.93
N -0.985831 -0.340051 0.923993 -0.56 0.55 0.61
C 0.753634 -1.113764 -0.665021 -0.54 -0.78 0.47
O 0.781034 -2.384434 0.027704 -0.27 0.11 -0.22
H -0.577613 3.155362 -0.219047 0.12 -0.02 -0.05
H -1.028765 2.111044 1.069730 0.06 -0.39 0.03
H 1.051466 -0.003830 1.099193 0.01 0.13 0.35
H -1.794679 -0.220712 0.319128 0.38 -0.35 0.13
H -0.995897 -1.181205 1.480760 -0.07 -0.03 -0.28
H 1.756483 -0.976497 -1.039517 0.13 0.47 -0.14
H 0.036032 -1.136996 -1.488429 0.17 -0.07 -0.15
H 0.078857 -2.957819 -0.303876 0.21 0.27 0.06